# 1
A structure of composition C46H47BrN5OP2PtSi2, computed with ωB97M-V with the def2-TZVPD basis set.

Last column: Mulliken charge in e.
CARTESIAN COORDINATES (ANGSTROEM)
Pt1 -0.686 0.410 -0.823  1.42
C1 -3.293 3.476 -1.496  -1.01
Si1 -1.549 3.341 -2.156  0.43
C2 -0.842 5.063 -2.438  -1.22
C3 -1.629 2.462 -3.815  -1.16
N1 -0.619 2.511 -0.980  0.28
P1 0.871 2.496 -0.380  0.01
C4 1.023 0.996 0.350  -0.28
P2 1.052 0.375 1.898  1.79
N2 -0.213 -0.482 2.376  0.71
Si2 -1.462 -1.320 2.828  -0.40
C5 -1.570 -4.841 1.310  -1.45
C6 -1.412 -2.460 4.290  -1.23
C7 -3.117 -1.095 2.058  -0.65
C8 1.359 1.611 3.206  0.16
C9 0.366 1.995 4.099  -0.16
C10 0.602 2.996 5.031  -0.63
C11 1.837 3.629 5.073  -0.56
C12 2.835 3.253 4.184  -0.67
C13 2.598 2.247 3.260  -0.53
C14 2.501 -0.725 2.117  0.08
C15 2.795 -1.286 3.359  -0.47
C16 3.863 -2.155 3.502  -0.67
C17 4.647 -2.477 2.399  -0.49
C18 4.363 -1.919 1.163  -0.75
C19 3.296 -1.039 1.025  -0.28
C20 1.080 4.070 0.535  0.72
C21 0.311 4.221 1.688  -0.98
C22 0.294 5.418 2.383  -0.62
C23 1.033 6.499 1.920  -0.71
C24 1.769 6.376 0.752  -0.67
C25 1.788 5.170 0.061  -0.59
C26 2.166 2.568 -1.669  0.56
C27 3.488 2.881 -1.355  -0.17
C28 4.483 2.802 -2.318  -0.76
C29 4.170 2.393 -3.608  -0.65
C30 2.862 2.054 -3.922  -0.91
C31 1.867 2.139 -2.957  -0.68
H1 -3.974 3.953 -2.206  0.33
H2 -3.309 4.042 -0.562  0.26
H3 -3.653 2.464 -1.292  0.15
H4 -1.439 5.597 -3.183  0.42
H5 0.185 5.011 -2.811  0.28
H6 -0.840 5.654 -1.519  0.26
H7 -2.600 2.642 -4.284  0.42
H8 -1.528 1.383 -3.673  0.26
H9 -0.854 2.807 -4.504  0.32
H10 -0.913 -5.646 1.649  0.52
H11 -1.391 -3.996 1.978  -0.01
H12 -2.608 -5.164 1.415  0.37
H13 -0.439 -2.948 4.347  0.35
H14 -2.199 -3.212 4.241  0.40
H15 -1.550 -1.873 5.203  0.43
H16 -3.031 -0.393 1.228  -0.09
H17 -3.830 -0.713 2.794  0.60
H18 -3.504 -2.041 1.672  0.22
H19 -0.605 1.517 4.047  0.19
H20 -0.181 3.287 5.720  0.40
H21 2.020 4.414 5.796  0.39
H22 3.799 3.745 4.209  0.40
H23 3.381 1.952 2.569  0.41
H24 2.181 -1.036 4.218  0.34
H25 4.087 -2.585 4.471  0.41
H26 5.478 -3.163 2.508  0.38
H27 4.972 -2.167 0.302  0.42
H28 3.061 -0.573 0.073  0.36
H29 -0.299 3.393 2.025  0.69
H30 -0.301 5.506 3.284  0.45
H31 1.022 7.438 2.460  0.40
H32 2.324 7.223 0.367  0.42
H33 2.349 5.101 -0.862  0.43
H34 3.747 3.175 -0.344  0.44
H35 5.504 3.052 -2.059  0.42
H36 4.946 2.326 -4.360  0.37
H37 2.613 1.712 -4.919  0.44
H38 0.853 1.843 -3.193  0.33
Br1 0.582 -5.403 -6.088  -0.23
C32 -0.693 -5.571 -4.689  0.15
C33 -0.671 -6.698 -3.887  -0.57
C34 -1.616 -6.816 -2.882  -0.07
C35 -2.542 -5.805 -2.647  0.06
C36 -2.552 -4.680 -3.470  -0.01
C37 -1.629 -4.570 -4.499  -0.68
N3 -3.518 -6.117 -1.631  -0.44
N4 -4.025 -5.260 -0.892  -0.61
C38 -3.603 -3.891 -0.950  0.09
C39 -4.584 -2.978 -1.292  -0.81
C40 -4.249 -1.648 -1.547  -0.67
C41 -2.939 -1.212 -1.378  0.53
O1 -2.563 0.028 -1.611  -0.96
C42 -1.970 -2.141 -0.888  0.34
N5 -0.721 -1.598 -0.675  -0.83
C43 0.290 -2.471 -0.421  -0.15
C44 0.129 -3.795 -0.225  -1.67
C45 -1.231 -4.434 -0.134  0.61
C46 -2.277 -3.486 -0.698  1.23
H39 0.063 -7.475 -4.052  0.41
H40 -1.648 -7.698 -2.254  0.44
H41 -3.265 -3.884 -3.314  0.48
H42 -1.629 -3.694 -5.133  0.44
H43 -5.600 -3.330 -1.425  0.34
H44 -4.997 -0.936 -1.873  0.44
H45 1.278 -2.031 -0.408  0.52
H46 1.005 -4.417 -0.083  0.44
H47 -1.226 -5.368 -0.708  -0.17

Computed properties:
E_tot ... -165588.714 eV
Frontier orbital gap ... 5.42 eV
ΔE to the lowest compared entry with this formula, charge and spin ... 1.6 kcal/mol
Total charge ... -1

# 2
A structure of composition C17H11ClF3N2O4RuS, computed with ωB97M-V with the def2-TZVPD basis set.

Last column: Mulliken charge in e.
CARTESIAN COORDINATES (ANGSTROEM)
Ru1 -0.779 0.401 0.289  -0.04
C1 -1.462 -0.513 4.498  -0.89
C2 -1.032 -1.829 4.571  -0.33
C3 -0.596 -2.467 3.425  -0.75
C4 -0.593 -1.781 2.216  1.19
N1 -1.003 -0.496 2.167  0.03
C5 -1.430 0.120 3.272  -0.23
C6 -0.183 -2.339 0.919  0.23
C7 0.193 -3.669 0.753  -0.66
C8 0.528 -4.143 -0.504  -0.69
C9 0.484 -3.290 -1.598  -0.83
C10 0.121 -1.960 -1.436  -0.13
C11 -0.214 -1.458 -0.180  0.40
H1 -1.811 0.020 5.370  0.40
H2 -1.035 -2.356 5.516  0.43
H3 -0.257 -3.491 3.466  0.34
H4 -1.739 1.149 3.147  0.57
H5 0.218 -4.348 1.596  0.31
H6 0.817 -5.178 -0.632  0.39
H7 0.739 -3.661 -2.583  0.40
H8 0.104 -1.312 -2.303  0.34
F1 4.217 1.713 -2.663  -0.26
C12 3.393 2.461 -1.899  0.58
F2 3.639 3.747 -2.215  -0.26
F3 3.756 2.281 -0.624  -0.26
C13 1.957 2.107 -2.154  0.11
C14 1.418 2.399 -3.398  -0.45
C15 0.099 2.086 -3.685  -1.01
C16 -0.659 1.474 -2.705  -0.41
N2 -0.137 1.173 -1.522  0.00
C17 1.139 1.487 -1.213  1.01
S1 1.393 0.994 0.442  -0.37
H9 2.037 2.886 -4.141  0.44
H10 -0.337 2.325 -4.643  0.43
H11 -1.703 1.227 -2.843  0.54
O1 -3.322 3.610 0.877  -0.66
Cl1 -2.273 2.895 0.251  1.91
O2 -1.676 3.631 -0.812  -0.60
O3 -2.767 1.597 -0.257  -0.66
O4 -1.247 2.507 1.234  -0.56

Computed properties:
Expectation value of S² ... 0.76
E_tot ... -63063.827 eV
Frontier orbital gap (spin up / spin down) ... 8.04 / 7.34 eV
ΔE to the lowest compared entry with this formula, charge and spin ... 12.2 kcal/mol
Total charge ... 0
Multiplicity ... 2

# 3
An isolated molecule of C5H10N2, computed with ωB97M-V with the def2-TZVPD basis set.

Last column: Mulliken charge in e.
CARTESIAN COORDINATES (ANGSTROEM)
C1 1.494 0.081 0.892  -0.99
N1 1.275 -0.232 -0.533  -0.26
C2 0.294 0.495 -1.206  0.02
C3 -0.662 1.260 -0.287  -0.54
N2 -1.394 0.168 0.259  -0.39
C4 -0.969 -1.188 0.121  -0.77
C5 0.118 -0.960 -0.956  -0.33
H1 1.830 1.088 1.114  0.32
H2 0.517 0.013 1.422  0.35
H3 1.967 -0.828 1.150  0.40
H4 0.798 1.044 -2.032  0.36
H5 -1.313 2.087 -0.827  0.27
H6 -0.050 1.879 0.518  0.17
H7 -1.931 0.525 1.305  0.26
H8 -1.745 -1.782 -0.336  0.37
H9 -0.579 -1.809 0.843  0.28
H10 0.352 -1.841 -1.446  0.48

Computed properties:
E_tot ... -8323.358 eV
SMILES ... CN1[C@@H]2CNC[C@@H]21
Frontier orbital gap ... 9.32 eV
ΔE to the lowest compared entry with this formula, charge and spin ... 91.7 kcal/mol
Total charge ... 0

# 4
A cluster of 2 separate species, C8H11NO in total, computed with ωB97M-V with the def2-TZVPD basis set.

Last column: Mulliken charge in e.
CARTESIAN COORDINATES (ANGSTROEM)
C1 -1.817 -0.599 1.188  -0.31
C2 -1.046 0.534 1.074  -0.47
C3 -0.956 1.164 -0.133  -0.42
C4 -1.527 0.573 -1.259  -0.07
C5 -2.357 -0.544 -1.126  -0.49
C6 -2.509 -1.082 0.073  -0.17
H1 -1.843 -1.064 2.242  0.25
H2 -0.567 1.110 1.867  0.34
H3 -0.408 2.096 -0.260  0.47
H4 -1.352 1.270 -2.167  0.24
H5 -2.766 -1.116 -2.004  0.29
H6 -3.028 -1.993 0.331  0.35
C7 2.469 1.064 0.217  -0.62
C8 2.674 -0.343 -0.073  0.57
N1 1.759 -1.205 0.265  -0.53
O1 3.666 -0.880 -0.575  -0.65
H7 3.479 1.497 0.411  0.30
H8 1.938 1.019 1.168  0.22
H9 1.919 1.387 -0.741  0.14
H10 1.698 -2.040 -0.591  0.35
H11 0.574 -0.846 0.093  0.22

Computed properties:
E_tot ... -12009.551 eV
SMILES ... c1ccccc1.CC(N)=O
Frontier orbital gap ... 9.93 eV
ΔE to the lowest compared entry with this formula, charge and spin ... 65.7 kcal/mol
Total charge ... 0

What did the third record say?
An isolated molecule of C5H10N2, computed with ωB97M-V with the def2-TZVPD basis set.

Last column: Mulliken charge in e.
CARTESIAN COORDINATES (ANGSTROEM)
C1 1.494 0.081 0.892  -0.99
N1 1.275 -0.232 -0.533  -0.26
C2 0.294 0.495 -1.206  0.02
C3 -0.662 1.260 -0.287  -0.54
N2 -1.394 0.168 0.259  -0.39
C4 -0.969 -1.188 0.121  -0.77
C5 0.118 -0.960 -0.956  -0.33
H1 1.830 1.088 1.114  0.32
H2 0.517 0.013 1.422  0.35
H3 1.967 -0.828 1.150  0.40
H4 0.798 1.044 -2.032  0.36
H5 -1.313 2.087 -0.827  0.27
H6 -0.050 1.879 0.518  0.17
H7 -1.931 0.525 1.305  0.26
H8 -1.745 -1.782 -0.336  0.37
H9 -0.579 -1.809 0.843  0.28
H10 0.352 -1.841 -1.446  0.48

Computed properties:
E_tot ... -8323.358 eV
SMILES ... CN1[C@@H]2CNC[C@@H]21
Frontier orbital gap ... 9.32 eV
ΔE to the lowest compared entry with this formula, charge and spin ... 91.7 kcal/mol
Total charge ... 0

- Which value of ΔE to the lowest compared entry with this formula, charge and spin does entry 2 give?
  12.2 kcal/mol